Computed, not measured: a cluster of 16 separate species, C48H128O16 in total at a distorted geometry, with the ωB97M-V functional and the def2-TZVPD basis.

Output
**Calculated total energy**: -84606.505 eV
**Energy relative to the best compared isomer or geometry (same formula, charge and spin)**: 727.0 kJ/mol
**Largest force on an atom**: 3.3 eV Å⁻¹

Last columns: bonded neighbours and bond lengths (Å).
Element x y z (Å)
1 C -5.35 -0.30 3.96  C2 1.525, H5 1.090, H6 1.090, H7 1.090
2 C -6.01 1.07 4.01  C1 1.525, C3 1.483, O4 1.347, H8 1.090
3 C -6.98 1.23 2.90  C2 1.483, H9 1.090, H10 1.090, H11 1.090
4 O -6.70 1.14 5.17  C2 1.347, H12 0.960
5 H -4.65 -0.42 4.79  C1 1.090
6 H -4.76 -0.37 3.04  C1 1.090
7 H -6.09 -1.09 3.89  C1 1.090
8 H -5.26 1.86 3.98  C2 1.090
9 H -7.89 0.63 3.03  C3 1.090
10 H -6.48 0.91 1.98  C3 1.090
11 H -7.32 2.24 2.71  C3 1.090
12 H -6.73 2.10 5.24  O4 0.960
13 C -2.50 -7.32 -3.78  C14 1.555, H17 1.090, H18 1.090, H19 1.090
14 C -2.96 -7.86 -5.16  C13 1.555, C15 1.522, O16 1.401, H20 1.090
15 C -2.47 -9.27 -5.48  C14 1.522, H21 1.090, H22 1.090, H23 1.090
16 O -4.36 -7.86 -5.27  C14 1.401, H24 0.960
17 H -3.06 -7.83 -2.99  C13 1.090
18 H -2.67 -6.25 -3.67  C13 1.090
19 H -1.44 -7.46 -3.60  C13 1.090
20 H -2.49 -7.20 -5.89  C14 1.090
21 H -1.39 -9.35 -5.36  C15 1.090
22 H -2.74 -9.52 -6.51  C15 1.090
23 H -2.96 -10.00 -4.83  C15 1.090
24 H -4.56 -8.62 -5.83  O16 0.960
25 C 0.69 6.61 -4.52  C26 1.520, H29 1.090, H30 1.090, H31 1.090
26 C 0.66 6.95 -6.00  C25 1.520, C27 1.511, O28 1.415, H32 1.090
27 C -0.46 7.85 -6.46  C26 1.511, H33 1.090, H34 1.090, H35 1.090
28 O 1.84 7.70 -6.24  C26 1.415, H36 0.960
29 H -0.25 6.17 -4.18  C25 1.090
30 H 0.77 7.52 -3.92  C25 1.090
31 H 1.61 6.06 -4.31  C25 1.090
32 H 0.71 5.99 -6.50  C26 1.090
33 H -0.34 8.07 -7.52  C27 1.090
34 H -0.46 8.82 -5.96  C27 1.090
35 H -1.44 7.40 -6.31  C27 1.090
36 H 1.93 7.91 -7.17  O28 0.960
37 C 5.39 -5.79 1.55  C38 1.544, H41 1.090, H42 1.090, H43 1.090
38 C 5.55 -6.32 0.11  C37 1.544, C39 1.504, O40 1.442, H44 1.090
39 C 6.37 -7.58 0.06  C38 1.504, H45 1.090, H46 1.090, H47 1.090
40 O 4.22 -6.69 -0.30  C38 1.442, H48 0.960
41 H 6.31 -5.59 2.10  C37 1.090
42 H 4.83 -6.49 2.18  C37 1.090
43 H 4.77 -4.89 1.60  C37 1.090
44 H 6.02 -5.59 -0.55  C38 1.090
45 H 7.37 -7.30 0.40  C39 1.090
46 H 6.36 -8.02 -0.94  C39 1.090
47 H 5.80 -8.26 0.69  C39 1.090
48 H 4.20 -6.78 -1.26  O40 0.960
49 C 7.69 2.17 7.87  C50 1.474, H53 1.090, H54 1.090, H55 1.090
50 C 8.63 1.44 6.99  C49 1.474, C51 1.547, O52 1.427, H56 1.090
51 C 8.05 1.07 5.61  C50 1.547, H57 1.090, H58 1.090, H59 1.090
52 O 9.83 2.21 6.85  C50 1.427, H60 0.960
53 H 6.75 1.63 7.86  C49 1.090
54 H 7.54 3.19 7.51  C49 1.090
55 H 8.02 2.16 8.91  C49 1.090
56 H 8.88 0.51 7.50  C50 1.090
57 H 7.29 0.30 5.71  C51 1.090
58 H 8.84 0.73 4.94  C51 1.090
59 H 7.70 1.92 5.03  C51 1.090
60 H 10.45 1.66 6.37  O52 0.960
61 C 5.21 6.91 2.28  C62 1.548, H65 1.090, H66 1.090, H67 1.090
62 C 5.89 6.90 3.67  C61 1.548, C63 1.601, O64 1.396, H68 1.090
63 C 7.48 7.09 3.52  C62 1.601, H69 1.090, H70 1.090, H71 1.090
64 O 5.42 7.91 4.51  C62 1.396, H72 0.960
65 H 4.14 6.72 2.30  C61 1.090
66 H 5.62 6.05 1.75  C61 1.090
67 H 5.39 7.81 1.68  C61 1.090
68 H 5.67 5.98 4.21  C62 1.090
69 H 7.69 8.10 3.17  C63 1.090
70 H 7.86 6.35 2.82  C63 1.090
71 H 7.96 6.84 4.47  C63 1.090
72 H 5.87 7.84 5.35  O64 0.960
73 C -0.68 0.43 -0.12  C74 1.527, H77 1.090, H78 1.090, H79 1.090
74 C 0.60 0.23 0.69  C73 1.527, C75 1.540, O76 1.411, H80 1.090
75 C 1.41 1.46 1.13  C74 1.540, H81 1.090, H82 1.090, H83 1.090
76 O 0.25 -0.40 1.90  C74 1.411, H84 0.960
77 H -0.38 0.95 -1.03  C73 1.090
78 H -1.46 1.07 0.29  C73 1.090
79 H -1.16 -0.52 -0.34  C73 1.090
80 H 1.30 -0.46 0.22  C74 1.090
81 H 0.75 2.13 1.68  C75 1.090
82 H 1.79 1.97 0.24  C75 1.090
83 H 2.29 1.15 1.70  C75 1.090
84 H 0.14 -1.32 1.64  O76 0.960
85 C 3.24 -2.61 8.67  C86 1.572, H89 1.090, H90 1.090, H91 1.090
86 C 2.25 -2.63 7.45  C85 1.572, C87 1.519, O88 1.383, H92 1.090
87 C 0.78 -2.68 7.85  C86 1.519, H93 1.090, H94 1.090, H95 1.090
88 O 2.45 -1.42 6.83  C86 1.383, H96 0.960
89 H 4.29 -2.69 8.41  C85 1.090
90 H 2.92 -3.34 9.42  C85 1.090
91 H 2.99 -1.67 9.17  C85 1.090
92 H 2.65 -3.42 6.80  C86 1.090
93 H 0.62 -1.79 8.45  C87 1.090
94 H 0.50 -3.54 8.45  C87 1.090
95 H 0.06 -2.66 7.03  C87 1.090
96 H 1.89 -1.37 6.04  O88 0.960
97 C 5.70 1.66 -4.56  C98 1.529, H101 1.090, H102 1.090, H103 1.090
98 C 6.78 1.13 -3.62  C97 1.529, C99 1.500, O100 1.389, H104 1.090
99 C 6.85 -0.35 -3.36  C98 1.500, H105 1.090, H106 1.090, H107 1.090
100 O 7.96 1.48 -4.27  C98 1.389, H108 0.960
101 H 5.69 1.02 -5.44  C97 1.090
102 H 5.86 2.70 -4.87  C97 1.090
103 H 4.71 1.54 -4.12  C97 1.090
104 H 6.69 1.68 -2.68  C98 1.090
105 H 7.79 -0.63 -2.87  C99 1.090
106 H 6.81 -0.82 -4.34  C99 1.090
107 H 5.99 -0.68 -2.78  C99 1.090
108 H 7.92 1.11 -5.15  O100 0.960
109 C -8.65 -2.49 -2.22  C110 1.529, H113 1.090, H114 1.090, H115 1.090
110 C -7.62 -3.62 -2.25  C109 1.529, C111 1.515, O112 1.453, H116 1.090
111 C -7.10 -4.00 -0.87  C110 1.515, H117 1.090, H118 1.090, H119 1.090
112 O -8.38 -4.76 -2.75  C110 1.453, H120 0.960
113 H -9.13 -2.43 -3.20  C109 1.090
114 H -8.15 -1.55 -1.98  C109 1.090
115 H -9.41 -2.80 -1.51  C109 1.090
116 H -6.81 -3.58 -2.97  C110 1.090
117 H -7.88 -3.89 -0.12  C111 1.090
118 H -6.39 -3.19 -0.66  C111 1.090
119 H -6.48 -4.89 -0.81  C111 1.090
120 H -7.85 -5.38 -3.26  O112 0.960
121 C -8.23 3.30 -5.28  C122 1.572, H125 1.090, H126 1.090, H127 1.090
122 C -8.14 4.24 -4.02  C121 1.572, C123 1.497, O124 1.402, H128 1.090
123 C -6.75 4.55 -3.55  C122 1.497, H129 1.090, H130 1.090, H131 1.090
124 O -8.76 5.45 -4.35  C122 1.402, H132 0.960
125 H -7.75 2.38 -4.95  C121 1.090
126 H -7.79 3.78 -6.16  C121 1.090
127 H -9.27 3.07 -5.49  C121 1.090
128 H -8.63 3.84 -3.14  C122 1.090
129 H -6.78 5.17 -2.65  C123 1.090
130 H -6.16 5.10 -4.28  C123 1.090
131 H -6.27 3.59 -3.39  C123 1.090
132 H -9.50 5.28 -4.93  O124 0.960
133 C 2.50 -4.85 -7.62  C134 1.536, H137 1.090, H138 1.090, H139 1.090
134 C 3.06 -4.77 -6.19  C133 1.536, C135 1.551, O136 1.394, H140 1.090
135 C 2.36 -3.70 -5.30  C134 1.551, H141 1.090, H142 1.090, H143 1.090
136 O 2.82 -6.02 -5.61  C134 1.394, H144 0.960
137 H 2.67 -3.90 -8.12  C133 1.090
138 H 1.44 -5.11 -7.61  C133 1.090
139 H 3.04 -5.58 -8.22  C133 1.090
140 H 4.14 -4.66 -6.24  C134 1.090
141 H 2.66 -2.72 -5.66  C135 1.090
142 H 2.77 -3.68 -4.29  C135 1.090
143 H 1.28 -3.78 -5.33  C135 1.090
144 H 2.93 -6.57 -6.39  O136 0.960
145 C -1.85 -7.21 3.67  C146 1.546, H149 1.090, H150 1.090, H151 1.090
146 C -0.42 -7.53 3.18  C145 1.546, C147 1.521, O148 1.431, H152 1.090
147 C -0.28 -8.82 2.39  C146 1.521, H153 1.090, H154 1.090, H155 1.090
148 O -0.11 -6.46 2.27  C146 1.431, H156 0.960
149 H -2.53 -7.16 2.82  C145 1.090
150 H -1.78 -6.26 4.19  C145 1.090
151 H -2.23 -7.91 4.42  C145 1.090
152 H 0.32 -7.57 3.98  C146 1.090
153 H -0.80 -8.67 1.44  C147 1.090
154 H -0.73 -9.65 2.93  C147 1.090
155 H 0.75 -9.15 2.27  C147 1.090
156 H 0.68 -6.65 1.76  O148 0.960
157 C 1.04 4.38 7.61  C158 1.519, H161 1.090, H162 1.090, H163 1.090
158 C 0.15 3.77 8.69  C157 1.519, C159 1.562, O160 1.415, H164 1.090
159 C -1.19 3.23 8.09  C158 1.562, H165 1.090, H166 1.090, H167 1.090
160 O 0.79 2.62 9.20  C158 1.415, H168 0.960
161 H 1.36 3.61 6.91  C157 1.090
162 H 1.95 4.78 8.05  C157 1.090
163 H 0.48 5.11 7.03  C157 1.090
164 H -0.18 4.51 9.42  C158 1.090
165 H -1.62 2.51 8.78  C159 1.090
166 H -1.09 2.68 7.15  C159 1.090
167 H -1.92 4.02 7.87  C159 1.090
168 H 1.21 2.20 8.45  O160 0.960
169 C -2.51 7.32 1.71  C170 1.518, H173 1.090, H174 1.090, H175 1.090
170 C -3.53 8.42 1.48  C169 1.518, C171 1.512, O172 1.397, H176 1.090
171 C -3.36 9.02 0.10  C170 1.512, H177 1.090, H178 1.090, H179 1.090
172 O -4.83 7.94 1.65  C170 1.397, H180 0.960
173 H -2.62 6.43 1.08  C169 1.090
174 H -2.75 6.88 2.68  C169 1.090
175 H -1.44 7.53 1.76  C169 1.090
176 H -3.25 9.16 2.23  C170 1.090
177 H -3.44 8.32 -0.73  C171 1.090
178 H -2.35 9.41 -0.06  C171 1.090
179 H -4.03 9.82 -0.21  C171 1.090
180 H -5.41 8.32 0.99  O172 0.960
181 C -3.49 -1.96 -7.93  C182 1.502, H185 1.090, H186 1.090, H187 1.090
182 C -3.99 -0.54 -7.86  C181 1.502, C183 1.547, O184 1.418, H188 1.090
183 C -3.30 0.27 -6.74  C182 1.547, H189 1.090, H190 1.090, H191 1.090
184 O -3.69 0.02 -9.13  C182 1.418, H192 0.960
185 H -3.58 -2.52 -7.00  C181 1.090
186 H -2.44 -1.99 -8.21  C181 1.090
187 H -3.99 -2.63 -8.62  C181 1.090
188 H -5.06 -0.58 -7.63  C182 1.090
189 H -3.44 -0.16 -5.75  C183 1.090
190 H -3.73 1.28 -6.71  C183 1.090
191 H -2.23 0.36 -6.90  C183 1.090
192 H -4.03 -0.63 -9.76  O184 0.960